Below is the molecule C2H5NO2S at a distorted geometry, with properties calculated with ωB97M-V/def2-TZVPD.

Calculated values
- Orbital gap: 9.95 eV
- LUMO: 0.64 eV
- Multiplicity: 1

The geometry in XYZ format:
```
11
Properties=species:S:1:pos:R:3:lowdin_charge:R:1
C -1.924 0.016 -0.056 -0.1001
O -0.728 -0.630 -0.095 -0.0384
C 0.367 0.115 -0.213 -0.6440
O 0.375 1.317 -0.208 0.0826
N 1.508 -0.756 -0.289 -0.3121
S 3.089 0.010 -0.104 0.7175
H -2.222 0.271 -1.090 0.1134
H -1.986 0.766 0.786 0.1238
H -2.688 -0.704 0.219 0.0860
H 1.449 -1.530 0.417 0.0948
H 2.760 1.126 0.633 -0.1234
```